No. 1
{
  "formula": "C50H127N9O16",
  "method": "ωB97M-V/def2-TZVPD",
  "e_tot_ev": -100022.002,
  "multiplicity": 1,
  "elements": ["C", "C", "C", "O", "C", "N", "H", "H", "H", "H", "H", "H", "H", "H", "H", "H", "H", "C", "C", "C", "O", "C", "N", "H", "H", "H", "H", "H", "H", "H", "H", "H", "H", "H", "C", "O", "C", "C", "N", "C", "C", "O", "C", "H", "H", "H", "H", "H", "H", "H", "H", "H", "H", "H", "H", "H", "H", "H", "C", "O", "C", "C", "N", "C", "C", "O", "C", "H", "H", "H", "H", "H", "H", "H", "H", "H", "H", "H", "H", "H", "H", "H", "C", "O", "C", "C", "N", "C", "C", "O", "C", "H", "H", "H", "H", "H", "H", "H", "H", "H", "H", "H", "H", "H", "H", "H", "C", "O", "C", "C", "N", "C", "C", "O", "C", "H", "H", "H", "H", "H", "H", "H", "H", "H", "H", "H", "H", "H", "H", "H", "C", "O", "C", "C", "N", "C", "C", "O", "C", "H", "H", "H", "H", "H", "H", "H", "H", "H", "H", "H", "H", "H", "H", "H", "C", "O", "C", "C", "N", "C", "C", "O", "C", "H", "H", "H", "H", "H", "H", "H", "H", "H", "H", "H", "H", "H", "H", "H", "C", "O", "C", "C", "N", "C", "C", "O", "C", "H", "H", "H", "H", "H", "H", "H", "H", "H", "H", "H", "H", "H", "H", "H"],
  "coordinates": [[-3.956, 5.471, -1.008], [-2.818, 5.406, -2.049], [-2.777, 4.019, -2.776], [-2.574, 2.930, -1.893], [-1.179, 2.828, -1.599], [-2.893, 6.519, -3.006], [-4.951, 5.640, -1.421], [-3.851, 6.248, -0.251], [-3.931, 4.607, -0.344], [-1.842, 5.524, -1.579], [-1.993, 4.025, -3.533], [-3.733, 3.793, -3.246], [-0.840, 3.731, -1.092], [-0.544, 2.814, -2.485], [-0.990, 1.959, -0.970], [-1.982, 6.580, -3.439], [-3.519, 6.185, -3.725], [6.857, 1.930, 0.831], [6.026, 1.163, 1.893], [4.751, 0.495, 1.325], [3.860, 1.450, 0.763], [2.688, 0.851, 0.315], [6.939, 0.366, 2.640], [7.462, 1.273, 0.206], [7.597, 2.573, 1.308], [6.308, 2.658, 0.234], [5.720, 1.855, 2.678], [4.259, -0.041, 2.137], [4.985, -0.257, 0.572], [2.096, 1.658, -0.116], [2.087, 0.362, 1.083], [2.929, 0.145, -0.479], [7.221, -0.382, 2.022], [7.796, 0.897, 2.590], [2.493, -1.632, 3.415], [3.287, -2.278, 2.479], [3.441, -1.686, 1.172], [4.107, -2.510, 0.105], [3.213, -3.362, -0.548], [2.576, -4.402, 0.319], [1.875, -5.435, -0.545], [2.900, -6.164, -1.237], [2.510, -6.930, -2.390], [2.933, -0.651, 3.595], [2.391, -2.208, 4.335], [1.466, -1.530, 3.064], [4.070, -0.801, 1.271], [2.490, -1.281, 0.824], [4.959, -2.997, 0.580], [4.571, -1.797, -0.576], [3.591, -3.899, -1.315], [1.747, -4.030, 0.921], [3.274, -4.835, 1.036], [1.154, -4.960, -1.211], [1.152, -5.967, 0.072], [3.390, -7.038, -3.025], [1.709, -6.409, -2.914], [2.067, -7.901, -2.169], [-2.963, 4.537, 2.235], [-3.612, 3.263, 2.479], [-2.884, 2.371, 3.354], [-3.817, 1.121, 3.630], [-4.952, 1.448, 4.430], [-5.749, 0.249, 4.725], [-5.048, -0.750, 5.701], [-5.812, -2.005, 5.839], [-7.163, -1.938, 6.349], [-3.314, 5.086, 1.361], [-1.882, 4.398, 2.208], [-3.127, 5.195, 3.088], [-2.708, 2.970, 4.248], [-1.952, 1.994, 2.934], [-3.135, 0.422, 4.113], [-4.160, 0.719, 2.677], [-5.473, 2.160, 3.939], [-5.981, -0.282, 3.802], [-6.692, 0.605, 5.140], [-4.827, -0.301, 6.669], [-4.058, -1.076, 5.383], [-7.850, -1.528, 5.608], [-7.234, -1.377, 7.281], [-7.416, -2.977, 6.559], [0.986, -3.860, 5.288], [0.592, -3.239, 4.106], [-0.707, -2.656, 4.218], [-0.743, -1.318, 4.911], [0.095, -0.425, 4.144], [0.523, 0.738, 4.952], [1.293, 1.785, 4.141], [2.372, 1.174, 3.487], [3.231, 2.071, 2.775], [0.939, -3.294, 6.218], [2.039, -4.115, 5.166], [0.416, -4.770, 5.479], [-1.339, -3.433, 4.648], [-1.100, -2.468, 3.219], [-0.355, -1.543, 5.904], [-1.715, -0.835, 5.014], [0.885, -0.961, 3.814], [1.183, 0.382, 5.743], [-0.336, 1.231, 5.409], [1.782, 2.537, 4.759], [0.608, 2.383, 3.539], [3.233, 2.985, 3.369], [2.958, 2.125, 1.721], [4.258, 1.707, 2.757], [-1.184, 4.663, 1.062], [-1.758, 3.357, 1.114], [-0.830, 2.460, 1.695], [-1.342, 1.001, 1.805], [-0.381, 0.039, 2.311], [0.904, -0.170, 1.668], [0.760, -0.709, 0.225], [2.042, -0.794, -0.432], [1.999, -1.375, -1.729], [-1.444, 5.271, 1.929], [-1.629, 5.151, 0.195], [-0.098, 4.642, 1.144], [-0.586, 2.803, 2.700], [0.076, 2.405, 1.093], [-1.840, 0.602, 0.921], [-2.181, 0.941, 2.499], [-0.343, -0.114, 3.309], [1.456, -0.833, 2.334], [1.464, 0.765, 1.649], [0.222, 0.029, -0.370], [0.318, -1.706, 0.213], [2.463, -0.732, -2.477], [0.997, -1.549, -2.122], [2.514, -2.336, -1.732], [-7.843, -3.143, 0.248], [-6.889, -2.147, 0.183], [-6.598, -1.482, 1.383], [-5.585, -0.370, 1.116], [-4.320, -0.905, 0.630], [-3.463, 0.162, 0.019], [-2.121, -0.414, -0.368], [-2.181, -1.361, -1.406], [-0.888, -2.033, -1.603], [-7.814, -3.659, 1.207], [-7.708, -3.862, -0.560], [-8.755, -2.559, 0.129], [-6.326, -2.217, 2.141], [-7.503, -1.034, 1.794], [-5.396, -0.060, 2.144], [-5.937, 0.467, 0.513], [-4.378, -1.649, -0.050], [-3.332, 1.012, 0.690], [-3.885, 0.484, -0.933], [-1.617, -0.779, 0.527], [-1.483, 0.375, -0.764], [-0.559, -2.656, -0.772], [-0.054, -1.355, -1.784], [-0.992, -2.596, -2.531], [0.600, 0.319, -2.626], [0.550, 0.276, -4.066], [1.335, -0.735, -4.769], [1.271, -0.641, -6.290], [-0.028, -1.120, -6.752], [0.035, -1.006, -8.230], [-1.276, -1.551, -8.770], [-1.030, -1.640, -10.236], [-2.146, -2.153, -10.964], [1.597, 0.469, -2.212], [0.030, -0.442, -2.092], [0.120, 1.253, -2.334], [0.991, -1.682, -4.353], [2.368, -0.630, -4.437], [1.995, -1.346, -6.699], [1.520, 0.361, -6.642], [-0.801, -0.559, -6.424], [0.846, -1.669, -8.533], [0.233, 0.049, -8.417], [-2.056, -0.845, -8.487], [-1.570, -2.530, -8.392], [-1.967, -2.189, -12.038], [-3.015, -1.550, -10.702], [-2.252, -3.201, -10.680], [0.694, 3.486, -1.278], [1.917, 2.797, -1.417], [2.669, 3.249, -2.602], [3.921, 2.339, -2.571], [3.544, 0.938, -2.673], [4.773, 0.077, -2.707], [4.446, -1.410, -2.917], [5.564, -2.148, -2.586], [5.267, -3.533, -2.597], [0.214, 3.477, -2.257], [0.793, 4.526, -0.966], [0.105, 2.951, -0.533], [2.802, 4.331, -2.602], [2.107, 2.974, -3.494], [4.484, 2.547, -1.661], [4.661, 2.652, -3.308], [2.932, 0.774, -1.886], [5.331, 0.108, -1.771], [5.462, 0.400, -3.487], [4.058, -1.580, -3.922], [3.616, -1.647, -2.252], [4.412, -3.644, -1.930], [6.125, -4.087, -2.217], [4.916, -3.923, -3.552]]
}

---

No. 2
{
  "formula": "C6H9NO",
  "method": "ωB97M-V/def2-TZVPD",
  "e_tot_ev": -9898.884,
  "multiplicity": 1,
  "elements": ["C", "C", "C", "C", "C", "C", "H", "H", "H", "H", "H", "H", "H", "H", "H", "N", "O"],
  "coordinates": [[2.137, 0.284, -0.480], [0.729, -0.030, -0.094], [0.206, -0.736, 1.124], [-0.912, -1.102, 0.173], [-1.475, 0.336, -0.044], [-0.270, 1.072, -0.559], [2.281, 0.387, -1.589], [2.805, -0.500, -0.168], [2.564, 1.507, -0.164], [0.605, -1.644, 1.490], [-0.145, -0.217, 1.928], [-1.601, -1.915, 0.164], [0.198, -1.450, -2.080], [-2.466, 0.691, -0.499], [-0.252, 2.101, -1.159], [0.153, -1.346, -0.805], [-0.943, 1.440, 0.874]]
}

---

Calculated values (kcal/mol) of energy above the lowest of the compared OMol25 structures with the same formula, charge and spin for the records, taken in order: 1126.2 155.0.
Calculated values (eV/A) of max |F| for the records, taken in order: 16.260 5.160.